# 1
Entry from the OMol25 dataset: C5BF19HfO15S5 as an isolated structure at a distorted geometry (ωB97M-V/def2-TZVPD).

Element x y z (Å)
1 Hf -0.132 0.853 0.136
2 C -1.848 -1.158 4.192
3 F -2.923 -0.447 4.550
4 F -1.475 -1.893 5.238
5 F -2.169 -1.980 3.195
6 S -0.461 0.049 3.733
7 O 0.764 -0.670 4.030
8 O -0.643 0.259 2.269
9 O -0.752 1.177 4.567
10 C 2.472 -2.698 2.123
11 F 1.183 -2.907 2.317
12 F 3.043 -2.513 3.318
13 F 3.044 -3.791 1.605
14 S 2.780 -1.205 0.981
15 O 1.432 -0.568 0.902
16 O 3.699 -0.331 1.675
17 O 3.213 -1.811 -0.240
18 C 2.682 0.627 -3.627
19 F 1.589 0.962 -4.303
20 F 2.682 -0.656 -3.411
21 F 3.724 0.952 -4.359
22 S 2.648 1.692 -2.047
23 O 2.426 3.038 -2.525
24 O 1.488 1.116 -1.337
25 O 3.950 1.499 -1.413
26 C -3.890 1.081 -1.888
27 F -3.978 0.668 -3.130
28 F -4.919 1.879 -1.597
29 F -3.945 0.056 -1.069
30 S -2.302 2.062 -1.599
31 O -1.997 2.099 -0.141
32 O -1.201 1.130 -1.959
33 O -2.323 3.318 -2.288
34 C -2.000 -2.376 -2.421
35 F -2.163 -1.368 -3.253
36 F -3.203 -2.801 -2.000
37 F -1.422 -3.407 -3.047
38 S -0.911 -1.977 -0.924
39 O -0.683 -3.224 -0.259
40 O 0.205 -1.121 -1.370
41 O -1.590 -0.952 -0.047
42 B 0.814 3.156 1.111
43 F 0.471 3.138 -0.263
44 F -0.381 2.835 1.736
45 F 1.528 1.963 1.234
46 F 1.470 4.244 1.603

Forces on atoms 1 to 3 (eV/Å):
Hf 1.662 -2.247 -0.355
C 0.738 0.743 -0.544
F -0.328 -0.241 -0.097

## Properties
Frontier orbital gap, eV: 8.989
E_LUMO, eV: 4.14
HOMO energy, eV: -4.85
Net charge: -2

# 2
Entry from the OMol25 dataset: C5F15KN2O11S5 as an isolated structure at a distorted geometry (ωB97M-V/def2-TZVPD).

Element x y z (Å)
1 K -0.134 -0.303 0.100
2 C -2.739 -0.208 -3.940
3 F -3.929 0.307 -3.572
4 F -2.753 -0.650 -5.201
5 F -1.782 0.782 -3.874
6 S -2.384 -1.707 -2.731
7 O -1.050 -2.314 -3.051
8 O -2.437 -1.145 -1.388
9 O -3.477 -2.675 -3.009
10 C -1.701 3.016 -0.033
11 F -0.462 3.621 0.037
12 F -2.603 3.840 -0.448
13 F -1.754 2.030 -0.843
14 S -2.214 2.595 1.858
15 O -1.737 3.791 2.603
16 O -3.648 2.236 2.089
17 N -1.075 1.352 2.226
18 S -1.312 1.239 3.726
19 O -0.461 2.006 4.602
20 O -2.631 1.060 4.311
21 C -0.608 -0.673 3.717
22 F -0.578 -1.124 4.998
23 F -1.417 -1.524 3.054
24 F 0.699 -0.661 3.322
25 C 2.014 0.992 -2.464
26 F 1.292 0.231 -3.276
27 F 2.621 1.960 -3.122
28 F 1.218 1.629 -1.460
29 S 3.370 -0.065 -1.537
30 O 3.913 -0.853 -2.650
31 O 4.328 0.833 -0.810
32 N 2.305 -0.941 -0.486
33 S 3.188 -2.216 -0.118
34 O 2.502 -3.414 -0.691
35 O 4.659 -2.175 -0.142
36 C 2.745 -2.611 1.728
37 F 3.204 -3.850 2.040
38 F 3.422 -1.739 2.471
39 F 1.406 -2.670 1.968

Forces on atoms 1 to 3 (eV/Å):
K -0.729 -0.282 -0.049
C 1.077 -0.895 1.381
F 0.669 0.052 -0.764

## Properties
Frontier orbital gap, eV: 8.862
E_LUMO, eV: 4.18
HOMO energy, eV: -4.69
Net charge: -2
Energy above the lowest of the compared OMol25 structures with the same formula, charge and spin, kJ/mol: 392.7

# 3
Entry from the OMol25 dataset: one molecule with the formula C5H10 at a distorted geometry (ωB97M-V/def2-TZVPD).

Element x y z (Å)
1 C 1.978 -0.370 0.010
2 C 0.513 -0.090 -0.482
3 C -0.022 1.138 0.127
4 C -0.518 -0.145 0.655
5 C -1.919 -0.355 -0.167
6 H 1.945 -0.415 1.085
7 H 2.693 0.339 -0.498
8 H 2.381 -1.428 -0.389
9 H 0.087 -0.432 -1.411
10 H 0.649 2.051 0.428
11 H -0.855 1.706 -0.545
12 H -0.396 -1.103 1.438
13 H -1.686 -1.594 -0.347
14 H -2.219 0.125 -1.239
15 H -2.789 -0.317 0.623

Forces on atoms 1 to 3 (eV/Å):
C 0.095 -2.078 -3.415
C 1.353 -0.485 1.551
C -0.394 5.451 -1.495

## Properties
Frontier orbital gap, eV: 10.835
E_LUMO, eV: 1.24
HOMO energy, eV: -9.60
Structure (SMILES): C[C@@H]1C[C@H]1C
Energy above the lowest of the compared OMol25 structures with the same formula, charge and spin, kJ/mol: 420.1

# 4
Entry from the OMol25 dataset: a 2-piece molecular cluster, C5H10 overall at a distorted geometry (ωB97M-V/def2-TZVPD).

Element x y z (Å)
1 C -1.065 1.291 0.108
2 C -0.639 -0.092 -0.237
3 C 0.682 -0.480 0.060
4 C 0.346 -1.831 0.451
5 C 1.784 0.261 0.306
6 H -0.631 1.972 -0.629
7 H -0.747 1.605 1.100
8 H -2.149 1.428 0.085
9 H -1.328 -0.743 -0.747
10 H -2.879 2.400 -3.506
11 H 0.101 -2.111 1.463
12 H -0.262 -2.369 -0.261
13 H -3.274 2.462 -2.878
14 H 2.668 -0.304 0.569
15 H 1.766 1.335 0.272

Forces on atoms 1 to 3 (eV/Å):
C -0.997 -0.060 0.580
C 0.211 -0.359 0.590
C 1.393 0.346 -0.646

## Properties
Frontier orbital gap, eV: 7.211
E_LUMO, eV: -0.09
HOMO energy, eV: -7.30
Energy above the lowest of the compared OMol25 structures with the same formula, charge and spin, kJ/mol: 493.4

# 5
Entry from the OMol25 dataset: one molecule with the formula C5H10 at a distorted geometry (ωB97M-V/def2-TZVPD).

Element x y z (Å)
1 C 2.115 -1.497 0.242
2 C 0.716 -1.098 0.097
3 C 0.269 0.125 -0.231
4 C -1.170 0.409 -0.418
5 C -1.747 1.672 0.223
6 H 2.251 -2.417 0.807
7 H 2.862 -0.792 0.614
8 H 2.520 -1.696 -0.766
9 H -0.069 -1.800 0.361
10 H 0.974 0.944 -0.336
11 H -1.281 0.572 -1.502
12 H -1.820 -0.441 -0.202
13 H -2.826 1.589 0.122
14 H -1.359 2.570 -0.267
15 H -1.436 1.861 1.254

Forces on atoms 1 to 3 (eV/Å):
C 1.757 -0.809 -0.927
C -1.274 1.760 0.480
C 0.560 -1.193 0.907

## Properties
Frontier orbital gap, eV: 10.155
E_LUMO, eV: 1.28
HOMO energy, eV: -8.88
Structure (SMILES): C/C=C/CC
Energy above the lowest of the compared OMol25 structures with the same formula, charge and spin, kJ/mol: 93.9

# 6
Entry from the OMol25 dataset: a 2-piece molecular cluster, C5H10 overall at a distorted geometry (ωB97M-V/def2-TZVPD).

Element x y z (Å)
1 C -1.796 -0.426 1.157
2 C -2.340 -0.859 0.046
3 C -1.743 -0.868 -1.407
4 H -2.264 -0.173 2.085
5 H -0.657 -0.353 1.034
6 H -3.215 -1.435 0.016
7 H -2.138 -1.765 -1.810
8 H -2.084 0.027 -2.014
9 H -0.676 -0.949 -1.244
10 C 2.516 1.704 0.529
11 C 3.032 0.478 0.158
12 H 2.052 2.548 -0.105
13 H 2.626 2.106 1.526
14 H 3.060 -0.011 -0.825
15 H 3.625 -0.025 0.853

Forces on atoms 1 to 3 (eV/Å):
C 3.150 0.283 -0.825
C 0.204 -0.210 -2.195
C -0.377 1.011 2.387

## Properties
Frontier orbital gap, eV: 10.434
E_LUMO, eV: 1.17
HOMO energy, eV: -9.26
Structure (SMILES): C=CC.C=C
Energy above the lowest of the compared OMol25 structures with the same formula, charge and spin, kJ/mol: 297.5

# 7
Entry from the OMol25 dataset: one molecule with the formula C5H10 at a distorted geometry (ωB97M-V/def2-TZVPD).

Element x y z (Å)
1 C 1.999 -0.057 0.110
2 C 0.391 -0.224 -0.398
3 C -0.701 -1.042 0.193
4 C -1.642 0.142 -0.071
5 C -0.342 1.121 0.103
6 H 2.107 0.475 1.162
7 H 2.483 -1.041 -0.035
8 H 2.627 0.502 -0.633
9 H 0.534 -0.046 -1.396
10 H -0.537 -2.155 -0.251
11 H -0.578 -1.175 1.326
12 H -2.266 0.133 0.776
13 H -2.208 0.026 -1.199
14 H -0.289 1.540 1.140
15 H -0.102 2.103 -0.506

Forces on atoms 1 to 3 (eV/Å):
C -0.922 -0.535 -0.028
C 4.814 4.887 5.284
C 2.360 -3.395 -0.124

## Properties
Frontier orbital gap, eV: 10.763
E_LUMO, eV: 1.22
HOMO energy, eV: -9.55
Structure (SMILES): CC1CCC1
Energy above the lowest of the compared OMol25 structures with the same formula, charge and spin, kJ/mol: 362.0

# 8
Entry from the OMol25 dataset: one molecule with the formula C5H10 at a distorted geometry (ωB97M-V/def2-TZVPD).

Element x y z (Å)
1 C -0.081 0.833 -1.338
2 C 0.031 0.047 -0.035
3 C 0.427 0.906 1.164
4 C 0.466 -1.384 -0.045
5 C -0.984 -0.996 0.275
6 H 0.984 1.042 -1.681
7 H -0.642 1.786 -1.210
8 H -0.546 0.208 -2.114
9 H -0.349 1.613 1.431
10 H 1.365 1.498 0.990
11 H 0.609 0.257 2.040
12 H 1.132 -1.707 0.756
13 H 0.642 -1.782 -1.033
14 H -1.352 -1.132 1.294
15 H -1.701 -1.188 -0.493

Forces on atoms 1 to 3 (eV/Å):
C 1.206 -0.224 -0.132
C -0.257 1.292 0.677
C 1.200 -0.227 0.014

## Properties
Frontier orbital gap, eV: 11.101
E_LUMO, eV: 1.14
HOMO energy, eV: -9.96
Structure (SMILES): CC1(C)CC1
Energy above the lowest of the compared OMol25 structures with the same formula, charge and spin, kJ/mol: 87.1

Copy entry 5 word for word.
Entry from the OMol25 dataset: one molecule with the formula C5H10 at a distorted geometry (ωB97M-V/def2-TZVPD).

Element x y z (Å)
1 C 2.115 -1.497 0.242
2 C 0.716 -1.098 0.097
3 C 0.269 0.125 -0.231
4 C -1.170 0.409 -0.418
5 C -1.747 1.672 0.223
6 H 2.251 -2.417 0.807
7 H 2.862 -0.792 0.614
8 H 2.520 -1.696 -0.766
9 H -0.069 -1.800 0.361
10 H 0.974 0.944 -0.336
11 H -1.281 0.572 -1.502
12 H -1.820 -0.441 -0.202
13 H -2.826 1.589 0.122
14 H -1.359 2.570 -0.267
15 H -1.436 1.861 1.254

Forces on atoms 1 to 3 (eV/Å):
C 1.757 -0.809 -0.927
C -1.274 1.760 0.480
C 0.560 -1.193 0.907

## Properties
Frontier orbital gap, eV: 10.155
E_LUMO, eV: 1.28
HOMO energy, eV: -8.88
Structure (SMILES): C/C=C/CC
Energy above the lowest of the compared OMol25 structures with the same formula, charge and spin, kJ/mol: 93.9